{
  "formula": "C36H32BrMgN4O6S3",
  "method": "wB97M-V/def2-TZVPD",
  "total_energy_ha": -6030.42302,
  "homo_lumo_gap_ev": 7.42,
  "total_charge": -1,
  "e_lumo_ha": 0.08366,
  "species": ["Mg", "Br", "C", "C", "C", "C", "C", "N", "C", "O", "O", "H", "H", "H", "O", "S", "O", "N", "C", "C", "C", "C", "C", "C", "C", "C", "N", "C", "C", "C", "C", "C", "C", "C", "H", "H", "H", "H", "H", "H", "H", "H", "H", "H", "H", "O", "C", "O", "H", "N", "S", "C", "C", "C", "C", "C", "C", "C", "C", "C", "C", "C", "C", "H", "H", "H", "H", "H", "H", "H", "H", "H", "H", "H", "C", "S", "C", "H", "H", "H", "H", "H", "H"],
  "coordinates": [[-0.543, -0.489, -0.817], [0.999, 2.970, -2.143], [-0.371, 1.979, -3.016], [-1.156, 2.617, -3.957], [-2.068, 1.834, -4.650], [-2.105, 0.472, -4.421], [-1.275, -0.067, -3.450], [-0.449, 0.701, -2.722], [-1.180, -1.597, -3.233], [-1.631, -2.277, -4.152], [-0.608, -1.971, -2.171], [-1.045, 3.676, -4.138], [-2.720, 2.286, -5.387], [-2.740, -0.203, -4.976], [0.005, -0.697, 1.190], [1.474, -0.597, 1.065], [2.093, 0.461, 1.834], [1.687, -0.574, -0.480], [2.994, -0.616, -0.982], [4.140, -0.566, -0.223], [5.424, -0.643, -0.807], [5.584, -0.759, -2.155], [4.431, -0.804, -2.976], [4.515, -0.928, -4.384], [3.379, -0.979, -5.131], [2.136, -0.902, -4.459], [2.020, -0.782, -3.168], [3.142, -0.735, -2.407], [2.094, -2.125, 1.714], [2.582, -2.187, 3.009], [3.007, -3.409, 3.509], [2.950, -4.545, 2.713], [2.465, -4.467, 1.415], [2.030, -3.253, 0.908], [4.088, -0.436, 0.849], [6.287, -0.600, -0.155], [6.566, -0.814, -2.608], [5.495, -0.982, -4.845], [3.411, -1.079, -6.208], [1.209, -0.954, -5.024], [2.629, -1.286, 3.607], [3.385, -3.475, 4.522], [3.284, -5.496, 3.108], [2.413, -5.355, 0.800], [1.630, -3.174, -0.094], [-4.580, -1.332, -0.348], [-3.785, -0.703, -1.038], [-2.557, -0.478, -0.795], [-4.149, -0.266, -1.999], [-1.161, 1.699, -0.028], [-0.570, 2.515, 1.178], [-1.054, 1.778, 2.736], [-2.264, 1.116, 2.864], [-2.569, 0.500, 4.066], [-1.670, 0.553, 5.125], [-0.459, 1.213, 4.982], [-0.140, 1.823, 3.775], [-1.495, 4.046, 1.328], [-1.193, 4.936, 2.351], [-1.878, 6.136, 2.431], [-2.854, 6.445, 1.488], [-3.136, 5.555, 0.465], [-2.451, 4.348, 0.376], [-2.130, 1.417, 0.118], [-2.948, 1.039, 2.027], [-3.501, -0.040, 4.168], [-1.908, 0.058, 6.058], [0.254, 1.230, 5.796], [0.827, 2.281, 3.623], [-0.436, 4.687, 3.085], [-1.651, 6.832, 3.228], [-3.388, 7.384, 1.553], [-3.890, 5.798, -0.273], [-2.633, 3.649, -0.430], [-2.413, -4.286, -0.337], [-1.369, -3.767, 1.035], [-2.509, -2.713, 1.958], [-2.808, -3.412, -0.850], [-3.232, -4.928, -0.012], [-1.779, -4.833, -1.033], [-3.024, -3.271, 2.741], [-3.229, -2.262, 1.275], [-1.922, -1.913, 2.407]],
  "atomic_forces_ev_per_a": [[-0.1081, 0.2162, -0.0792], [-0.0570, -0.0034, 0.0265], [0.2019, 0.0019, 0.1228], [-0.0142, 0.0113, -0.0396], [-0.0085, 0.0295, -0.0216], [-0.0080, -0.1621, -0.0532], [0.2349, 0.0595, -0.0718], [-0.4341, -0.1397, -0.1740], [-0.0177, 0.1036, -0.1110], [-0.0382, -0.1136, -0.0544], [-0.1524, 0.0974, 0.1208], [-0.0003, 0.0038, -0.0027], [0.0021, 0.0136, -0.0051], [-0.0111, 0.0110, 0.0011], [0.3280, 0.0636, 0.0884], [-0.3627, -0.0098, 0.4494], [-0.0905, -0.0414, 0.1115], [0.5141, -0.0102, -0.0569], [-0.4947, 0.1376, -0.1181], [0.3394, 0.0372, 0.1129], [-0.1072, -0.0023, -0.0046], [-0.0791, 0.0144, 0.0190], [0.1643, -0.0367, -0.0953], [0.0693, 0.0128, 0.0352], [-0.1087, 0.0033, 0.0531], [0.0408, -0.0257, -0.1000], [0.1216, 0.0115, 0.1034], [-0.1129, -0.0105, -0.0784], [0.0687, -0.0905, -0.0902], [0.0068, -0.0326, -0.0323], [0.0210, 0.0157, 0.0381], [-0.0004, -0.0012, 0.0031], [-0.0020, 0.0235, 0.0048], [0.0115, -0.0539, 0.0493], [-0.0634, -0.0057, -0.0316], [0.0156, -0.0027, -0.0052], [0.0149, -0.0046, -0.0131], [-0.0033, -0.0016, 0.0015], [-0.0098, -0.0025, -0.0099], [-0.0046, 0.0127, -0.0137], [-0.0089, 0.0201, -0.0117], [0.0016, 0.0014, 0.0010], [0.0015, -0.0086, 0.0018], [-0.0017, -0.0051, -0.0129], [-0.0034, 0.0069, -0.0180], [-0.0901, 0.0552, 0.0743], [0.0708, -0.0716, -0.1669], [0.0331, 0.0361, 0.2079], [0.0057, -0.0195, 0.0483], [0.1397, 0.0182, 0.0257], [0.1389, -0.3387, -0.3691], [0.0179, 0.0653, 0.0903], [0.0252, -0.0151, 0.0047], [-0.0189, 0.0024, 0.0201], [-0.0036, 0.0100, -0.0113], [0.0292, 0.0083, -0.0022], [-0.0759, -0.0939, 0.0523], [-0.1160, 0.0520, 0.0692], [-0.0590, 0.0438, 0.0077], [-0.0168, 0.0001, -0.0272], [0.0324, 0.0110, 0.0414], [-0.0177, -0.0299, -0.0266], [0.0195, 0.0855, 0.0008], [-0.0027, 0.0423, -0.0613], [-0.0006, -0.0141, -0.0108], [-0.0023, -0.0011, -0.0015], [-0.0031, -0.0048, 0.0070], [-0.0041, -0.0053, 0.0103], [0.0515, 0.0201, -0.0101], [0.0088, -0.0111, 0.0096], [-0.0063, 0.0171, 0.0087], [-0.0078, 0.0082, -0.0008], [-0.0003, 0.0007, -0.0029], [-0.0043, -0.0240, 0.0088], [-0.1145, 0.0499, -0.0581], [0.0575, -0.0267, -0.0119], [-0.0027, 0.0340, 0.0454], [0.0073, -0.0067, 0.0024], [0.0165, 0.0058, 0.0375], [0.0263, 0.0100, 0.0045], [-0.0278, -0.0150, -0.0363], [-0.0006, 0.0008, -0.0280], [0.0398, -0.0431, 0.0087]],
  "lowdin_charge": [0.57, 0.76, -0.72, -0.11, -0.05, 0.00, -0.18, 0.05, -0.63, 0.02, -0.07, 0.09, 0.10, 0.12, -0.37, 0.59, -0.31, -0.14, -0.23, -0.03, -0.08, -0.07, -0.16, -0.04, -0.06, -0.12, 0.15, -0.15, -0.28, -0.06, -0.09, -0.09, -0.07, -0.08, 0.09, 0.10, 0.10, 0.11, 0.09, 0.11, 0.11, 0.10, 0.10, 0.11, 0.12, -0.04, -0.53, -0.16, 0.12, -0.35, 1.02, -0.39, -0.06, -0.07, -0.08, -0.08, -0.10, -0.37, -0.08, -0.09, -0.10, -0.08, -0.07, 0.00, 0.12, 0.11, 0.10, 0.10, 0.11, 0.11, 0.10, 0.10, 0.10, 0.10, -0.41, 0.77, -0.40, 0.02, 0.03, 0.03, 0.03, 0.01, 0.00]
}